No. 1
The following is a quantum chemistry calculation of 2 unconnected molecules or ions with the total composition C27H29N2 at a distorted geometry, from OMol25.

XYZ file:
```
58
Properties=species:S:1:pos:R:3:nbo_charge:R:1
C 4.14 0.49 2.00 -0.400
C 3.33 0.53 0.71 -0.405
C 1.82 0.67 0.93 -0.205
N 1.27 -0.10 2.03 -0.425
C -0.10 -0.14 2.11 0.236
C -0.92 0.15 1.06 -0.602
C -0.70 -0.60 3.43 -0.086
C -1.02 -1.94 3.66 -0.150
C -1.50 -2.35 4.91 -0.221
C -1.69 -1.40 5.93 -0.210
C -1.44 -0.05 5.68 -0.214
C -0.96 0.35 4.43 -0.211
C 2.08 -0.37 3.22 -0.207
C 3.57 -0.56 2.94 -0.405
H 5.18 0.26 1.77 0.221
H 4.11 1.47 2.49 0.195
H 3.67 1.35 0.08 0.218
H 3.49 -0.40 0.15 0.205
H 1.56 1.74 1.04 0.172
H 1.35 0.33 0.00 0.205
H -1.98 -0.07 1.20 0.195
H -0.56 0.46 0.08 0.206
H -0.88 -2.66 2.86 0.219
H -1.69 -3.41 5.10 0.225
H -2.04 -1.71 6.91 0.224
H -1.58 0.70 6.46 0.216
H -0.76 1.40 4.21 0.209
H 1.95 0.45 3.95 0.175
H 1.71 -1.28 3.71 0.218
H 3.70 -1.56 2.52 0.204
H 4.11 -0.54 3.89 0.222
C -3.66 5.30 4.35 -0.420
N -3.45 4.30 3.31 -0.309
C -2.57 4.63 2.30 0.207
C -1.90 5.87 2.32 -0.261
C -1.03 6.22 1.30 -0.114
C -0.82 5.35 0.21 -0.217
C -1.46 4.12 0.17 -0.144
C -2.34 3.71 1.22 -0.052
C -2.98 2.48 1.25 0.013
C -3.94 2.18 2.22 -0.156
C -4.17 3.11 3.30 0.311
C -5.10 2.80 4.30 -0.281
C -5.81 1.60 4.27 -0.109
C -5.63 0.69 3.21 -0.216
C -4.72 0.98 2.20 -0.116
H -4.40 4.99 5.09 0.231
H -2.72 5.51 4.88 0.229
H -4.02 6.24 3.90 0.228
H -2.07 6.58 3.14 0.236
H -0.52 7.19 1.33 0.241
H -0.15 5.65 -0.60 0.242
H -1.31 3.44 -0.67 0.236
H -2.77 1.76 0.47 0.250
H -5.29 3.49 5.13 0.228
H -6.53 1.38 5.06 0.241
H -6.21 -0.23 3.18 0.243
H -4.58 0.29 1.37 0.235
```

Summary:
orbital gap: 5.30 eV
relative energy (zero: lowest compared OMol25 entry of this formula, charge and spin): 21.72 kcal per mole
charge: +1

***

No. 2
The following is a quantum chemistry calculation of a molecular structure, C33H31Br2NP2Rh at a distorted geometry, from OMol25.

XYZ file:
```
70
Properties=species:S:1:pos:R:3:lowdin_spin:R:1
Rh 0.09 -0.12 0.13 2.123
C 1.80 -1.38 -2.53 0.066
N 1.50 -2.75 -2.26 0.341
C 0.30 -3.17 -1.54 0.060
P -0.97 -1.91 -1.01 0.157
C -1.69 -1.17 -2.48 0.032
C -2.62 -0.15 -2.24 0.018
C -3.28 0.46 -3.29 -0.001
C -2.99 0.07 -4.59 0.016
C -2.07 -0.94 -4.84 0.003
C -1.41 -1.56 -3.79 0.012
C -2.22 -3.03 -0.34 0.030
C -3.11 -3.66 -1.22 0.008
C -4.04 -4.55 -0.71 0.002
C -4.10 -4.79 0.66 0.003
C -3.23 -4.15 1.53 0.000
C -2.29 -3.26 1.03 0.006
C 2.37 -3.74 -2.66 0.107
C 2.87 -3.73 -3.98 0.091
C 3.67 -4.76 -4.42 0.011
C 4.01 -5.80 -3.55 0.167
C 3.55 -5.80 -2.23 0.012
C 2.73 -4.79 -1.79 0.089
P 2.19 -0.35 -0.96 0.182
C 3.41 -1.29 -0.04 0.031
C 3.31 -1.27 1.36 0.010
C 4.30 -1.87 2.13 0.001
C 5.37 -2.49 1.51 0.002
C 5.46 -2.53 0.12 0.003
C 4.49 -1.93 -0.66 0.007
C 3.00 1.06 -1.74 0.031
C 4.33 1.38 -1.43 0.017
C 4.92 2.46 -2.07 0.000
C 4.21 3.22 -2.99 0.018
C 2.87 2.91 -3.26 0.000
C 2.27 1.84 -2.63 0.012
H 0.96 -0.84 -2.98 0.010
H 2.67 -1.31 -3.18 0.006
H 0.59 -3.67 -0.60 0.016
H -0.22 -3.93 -2.13 0.013
H -2.83 0.14 -1.21 0.003
H -4.01 1.23 -3.10 0.000
H -3.50 0.55 -5.42 0.001
H -1.87 -1.25 -5.86 0.000
H -0.71 -2.36 -4.00 0.000
H -3.07 -3.46 -2.28 0.000
H -4.73 -5.04 -1.38 0.000
H -4.83 -5.48 1.05 0.000
H -3.30 -4.32 2.59 0.000
H -1.61 -2.74 1.70 0.002
H 2.56 -2.96 -4.67 0.002
H 4.00 -4.79 -5.44 -0.001
H 4.64 -6.61 -3.89 0.007
H 3.85 -6.58 -1.54 -0.001
H 2.40 -4.76 -0.75 0.001
H 2.47 -0.77 1.83 0.004
H 4.23 -1.85 3.21 0.000
H 6.14 -2.96 2.11 0.000
H 6.31 -3.00 -0.35 0.000
H 4.58 -1.94 -1.74 0.001
H 4.88 0.81 -0.70 0.001
H 5.96 2.70 -1.86 0.000
H 4.68 4.05 -3.48 0.001
H 2.32 3.52 -3.96 0.000
H 1.22 1.62 -2.83 0.001
Br -0.39 0.60 2.57 0.127
C -1.12 2.29 1.93 0.009
Br -0.78 2.35 0.02 0.125
H -0.60 3.11 2.42 0.003
H -2.19 2.30 2.11 0.001
```

Summary:
<S²>: 6.03
orbital gap (spin up / spin down): 8.15 / 5.49 eV
2S+1: 5
charge: +3

***

No. 3
The following is a quantum chemistry calculation of a molecular structure, C18H19HgNO2 at a distorted geometry, from OMol25.

XYZ file:
```
41
Properties=species:S:1:pos:R:3:nbo_charge:R:1
C 2.94 1.18 1.14 -0.175
C 2.20 3.34 -0.98 -0.197
C 3.48 0.49 0.15 -0.205
H 2.46 0.61 1.95 0.200
C 2.23 2.43 -1.94 -0.174
H 1.35 4.04 -0.96 0.200
H 3.38 -0.61 0.18 0.206
H 1.42 2.45 -2.69 0.199
C 4.21 0.99 -1.07 -0.443
H 4.85 0.18 -1.44 0.216
H 4.88 1.83 -0.84 0.205
C 2.91 2.67 1.37 -0.436
H 3.62 2.94 2.17 0.215
H 1.91 2.92 1.77 0.212
C 3.18 3.57 0.14 -0.443
H 4.22 3.45 -0.18 0.206
H 3.07 4.61 0.49 0.212
C 3.26 1.37 -2.23 -0.435
H 3.87 1.66 -3.10 0.215
H 2.72 0.46 -2.54 0.216
Hg -0.43 0.21 0.39 0.304
H 1.01 -1.12 0.63 0.376
O 0.43 -4.10 -0.82 -0.547
C 0.10 -3.01 -0.45 0.760
O 0.95 -1.94 -0.46 -0.782
C -1.41 -2.85 -0.10 0.130
C -2.31 -3.92 -0.14 -0.226
C -3.61 -3.74 0.16 -0.140
C -4.12 -2.48 0.51 -0.110
C -5.48 -2.22 0.81 -0.165
C -5.91 -0.97 1.12 -0.213
C -5.01 0.12 1.16 -0.181
C -3.67 -0.09 0.88 -0.242
C -3.21 -1.36 0.55 0.236
N -1.89 -1.63 0.23 -0.567
H -1.86 -4.91 -0.43 0.254
H -4.30 -4.58 0.14 0.223
H -6.16 -3.09 0.77 0.216
H -6.98 -0.80 1.34 0.225
H -5.38 1.12 1.41 0.227
H -2.95 0.77 0.91 0.227
```

Summary:
orbital gap: 6.73 eV
relative energy (zero: lowest compared OMol25 entry of this formula, charge and spin): 0.00 kcal per mole
charge: 0

***

No. 4
The following is a quantum chemistry calculation of a gas-phase ion, C2H6F4P (charge -1), from OMol25.

XYZ file:
```
13
Properties=species:S:1:pos:R:3:nbo_charge:R:1
F -2.33 1.20 1.12 -0.367
C -1.34 0.94 0.18 0.505
F -0.66 2.10 0.03 -0.345
C -0.44 -0.20 0.62 0.339
F -1.29 -1.30 0.67 -0.386
F -0.08 0.04 1.93 -0.372
P 1.16 -0.54 -0.51 0.413
H -1.85 0.69 -0.75 0.129
H 0.55 -1.82 -0.93 -0.180
H 0.48 0.14 -1.64 -0.214
H 1.68 0.75 -0.05 -0.173
H 1.76 -1.21 0.67 -0.182
H 2.35 -0.80 -1.33 -0.167
```

Summary:
orbital gap: 7.58 eV
relative energy (zero: lowest compared OMol25 entry of this formula, charge and spin): 0.00 kcal per mole
charge: -1

***

No. 5
The following is a quantum chemistry calculation of 2 unconnected molecules or ions with the total composition C3H7FN3 at a distorted geometry, from OMol25.

XYZ file:
```
14
Properties=species:S:1:pos:R:3:nbo_charge:R:1
C 1.30 -0.66 -0.48 0.707
C -1.77 -0.50 -0.16 0.424
C 1.56 -0.54 0.84 -0.811
N -1.71 0.97 -0.46 -0.401
N -0.77 0.12 -0.92 -0.535
N 1.66 -0.74 -1.60 -0.446
F -1.50 -0.80 1.19 -0.368
H -2.56 -1.26 -0.33 0.219
H 1.36 -1.38 1.46 0.313
H 2.65 -0.54 0.89 0.317
H 1.16 0.32 1.48 0.320
H -2.46 1.32 -1.08 0.411
H 1.24 -0.57 -2.42 0.446
H -1.51 1.59 0.36 0.404
```

Summary:
orbital gap: 9.67 eV
relative energy (zero: lowest compared OMol25 entry of this formula, charge and spin): 114.24 kcal per mole
charge: +1

***

Which formula does entry 4 have? C2H6F4P

***

Copy entry 2 word for word.
The following is a quantum chemistry calculation of a molecular structure, C33H31Br2NP2Rh at a distorted geometry, from OMol25.

XYZ file:
```
70
Properties=species:S:1:pos:R:3:lowdin_spin:R:1
Rh 0.09 -0.12 0.13 2.123
C 1.80 -1.38 -2.53 0.066
N 1.50 -2.75 -2.26 0.341
C 0.30 -3.17 -1.54 0.060
P -0.97 -1.91 -1.01 0.157
C -1.69 -1.17 -2.48 0.032
C -2.62 -0.15 -2.24 0.018
C -3.28 0.46 -3.29 -0.001
C -2.99 0.07 -4.59 0.016
C -2.07 -0.94 -4.84 0.003
C -1.41 -1.56 -3.79 0.012
C -2.22 -3.03 -0.34 0.030
C -3.11 -3.66 -1.22 0.008
C -4.04 -4.55 -0.71 0.002
C -4.10 -4.79 0.66 0.003
C -3.23 -4.15 1.53 0.000
C -2.29 -3.26 1.03 0.006
C 2.37 -3.74 -2.66 0.107
C 2.87 -3.73 -3.98 0.091
C 3.67 -4.76 -4.42 0.011
C 4.01 -5.80 -3.55 0.167
C 3.55 -5.80 -2.23 0.012
C 2.73 -4.79 -1.79 0.089
P 2.19 -0.35 -0.96 0.182
C 3.41 -1.29 -0.04 0.031
C 3.31 -1.27 1.36 0.010
C 4.30 -1.87 2.13 0.001
C 5.37 -2.49 1.51 0.002
C 5.46 -2.53 0.12 0.003
C 4.49 -1.93 -0.66 0.007
C 3.00 1.06 -1.74 0.031
C 4.33 1.38 -1.43 0.017
C 4.92 2.46 -2.07 0.000
C 4.21 3.22 -2.99 0.018
C 2.87 2.91 -3.26 0.000
C 2.27 1.84 -2.63 0.012
H 0.96 -0.84 -2.98 0.010
H 2.67 -1.31 -3.18 0.006
H 0.59 -3.67 -0.60 0.016
H -0.22 -3.93 -2.13 0.013
H -2.83 0.14 -1.21 0.003
H -4.01 1.23 -3.10 0.000
H -3.50 0.55 -5.42 0.001
H -1.87 -1.25 -5.86 0.000
H -0.71 -2.36 -4.00 0.000
H -3.07 -3.46 -2.28 0.000
H -4.73 -5.04 -1.38 0.000
H -4.83 -5.48 1.05 0.000
H -3.30 -4.32 2.59 0.000
H -1.61 -2.74 1.70 0.002
H 2.56 -2.96 -4.67 0.002
H 4.00 -4.79 -5.44 -0.001
H 4.64 -6.61 -3.89 0.007
H 3.85 -6.58 -1.54 -0.001
H 2.40 -4.76 -0.75 0.001
H 2.47 -0.77 1.83 0.004
H 4.23 -1.85 3.21 0.000
H 6.14 -2.96 2.11 0.000
H 6.31 -3.00 -0.35 0.000
H 4.58 -1.94 -1.74 0.001
H 4.88 0.81 -0.70 0.001
H 5.96 2.70 -1.86 0.000
H 4.68 4.05 -3.48 0.001
H 2.32 3.52 -3.96 0.000
H 1.22 1.62 -2.83 0.001
Br -0.39 0.60 2.57 0.127
C -1.12 2.29 1.93 0.009
Br -0.78 2.35 0.02 0.125
H -0.60 3.11 2.42 0.003
H -2.19 2.30 2.11 0.001
```

Summary:
<S²>: 6.03
orbital gap (spin up / spin down): 8.15 / 5.49 eV
2S+1: 5
charge: +3

***

Look up the charge of the first one. +1